Density functional theory data (ωB97M-V/def2-TZVPD) for a cluster of 2 separate species, C3H2O4 in total in a non-equilibrium geometry.

relative energy (zero: lowest compared OMol25 entry of this formula, charge and spin): 4.6997 eV
F_max: 5.24 eV/Å
total charge: 0
LUMO: -1.952 eV

Bonds (Å) are listed after each position.
Atoms and positions in Å:
1 C -0.734 -0.016 -0.193  C2 1.361, O6 1.417, O9 1.356
2 C -0.254 1.243 0.003  C1 1.361, H5 1.146, O7 1.486
3 C 1.487 -0.268 -0.051  O7 1.370, O8 1.203, O9 1.424
4 H -1.866 -1.768 0.881  no bonds
5 H -0.536 2.329 -0.227  C2 1.146
6 O -1.979 -0.686 -0.280  C1 1.417
7 O 1.223 1.076 -0.015  C2 1.486, C3 1.370
8 O 2.428 -0.994 -0.237  C3 1.203
9 O 0.231 -0.917 0.118  C1 1.356, C3 1.424